Formula: C2H6NO2
Source: OMol25
Level of theory: ωB97M-V/def2-TZVPD

Element x y z (Å)
1 C -2.079 -0.095 -1.725
2 O -1.117 -1.088 -1.449
3 H -1.946 0.665 -0.957
4 H -3.051 -0.569 -1.599
5 H -1.964 0.275 -2.750
6 C 1.514 0.183 0.961
7 N 0.312 0.374 0.492
8 O 1.949 0.622 2.071
9 H 2.249 -0.513 0.521
10 H -0.479 -0.878 -0.720
11 H -0.154 1.170 0.904

Lowest unoccupied orbital energy: 0.1522 Ha
HOMO level: -3.51 eV
Gap between HOMO and LUMO: 7.66 eV
Multiplicity: 1
Energy relative to the best compared isomer or geometry (same formula, charge and spin): 35.4 kcal per mole
Total charge: -1

These are the Löwdin partial charges, in e, on atoms 1 to 5:
1 C -0.21
2 O -0.21
3 H 0.05
4 H 0.05
5 H 0.06

***

Formula: C2H6NO2
Source: OMol25
Level of theory: ωB97M-V/def2-TZVPD

Element x y z (Å)
1 C -1.234 0.444 -0.173
2 C 0.906 -0.734 -0.279
3 N 0.179 0.439 -0.423
4 O 0.842 1.507 0.249
5 O 2.089 -0.672 0.052
6 H -1.690 -0.282 -0.846
7 H -1.444 0.142 0.861
8 H -1.616 1.446 -0.381
9 H -0.161 -1.767 1.246
10 H 0.473 -1.555 -0.854
11 H 1.654 1.032 0.548

Lowest unoccupied orbital energy: 0.1610 Ha
HOMO level: -1.76 eV
Gap between HOMO and LUMO: 6.14 eV
Multiplicity: 1
Energy relative to the best compared isomer or geometry (same formula, charge and spin): 115.0 kcal per mole
Total charge: -1

These are the Löwdin partial charges, in e, on atoms 1 to 5:
1 C -0.16
2 C -0.56
3 N -0.24
4 O -0.07
5 O -0.13

***

Formula: C2H6NO2
Source: OMol25
Level of theory: ωB97M-V/def2-TZVPD

Element x y z (Å)
1 C 0.744 -1.469 -0.088
2 O -0.060 -0.593 0.612
3 C -0.628 0.719 -0.407
4 N -0.739 1.758 0.573
5 O 0.134 0.923 -1.378
6 H 1.605 -1.793 0.533
7 H 0.223 -2.399 -0.391
8 H 1.156 -1.008 -0.999
9 H -1.617 0.258 -0.575
10 H 0.158 2.221 0.641
11 H -0.975 1.384 1.478

Lowest unoccupied orbital energy: 0.1721 Ha
HOMO level: -3.51 eV
Gap between HOMO and LUMO: 8.19 eV
Multiplicity: 1
SMILES: CO[C@@H](N)[O-]
Energy relative to the best compared isomer or geometry (same formula, charge and spin): 45.0 kcal per mole
Total charge: -1

These are the Löwdin partial charges, in e, on atoms 1 to 5:
1 C -0.29
2 O -0.29
3 C -0.64
4 N 0.03
5 O -0.16

***

Formula: C2H6NO2
Source: OMol25
Level of theory: ωB97M-V/def2-TZVPD

Element x y z (Å)
1 C -1.237 0.107 -0.460
2 N -0.226 -0.481 0.436
3 O 0.425 -1.676 -0.075
4 C 0.925 0.426 0.604
5 O 1.610 0.608 -0.572
6 H -1.796 -0.725 -0.735
7 H -1.877 0.755 0.204
8 H -0.722 0.788 -1.198
9 H 1.101 -1.412 -0.754
10 H 0.297 1.443 1.006
11 H 1.502 0.168 1.545

Lowest unoccupied orbital energy: 0.1680 Ha
HOMO level: -2.80 eV
Gap between HOMO and LUMO: 7.37 eV
Multiplicity: 1
SMILES: CN(O)C[O-]
Energy relative to the best compared isomer or geometry (same formula, charge and spin): 97.3 kcal per mole
Total charge: -1

These are the Löwdin partial charges, in e, on atoms 1 to 5:
1 C -0.13
2 N -0.27
3 O -0.15
4 C -0.53
5 O -0.36

***

Formula: C2H6NO2
Source: OMol25
Level of theory: ωB97M-V/def2-TZVPD

Element x y z (Å)
1 C 0.195 -1.580 1.608
2 N -0.375 -1.664 0.485
3 H 0.572 -0.610 1.915
4 H 0.331 -2.431 2.263
5 H -0.752 -2.557 0.166
6 H -0.567 -0.864 -0.171
7 O -0.890 0.607 -0.911
8 C -0.051 1.468 -0.913
9 O 1.088 1.264 -0.246
10 H -0.122 2.416 -1.450
11 H 1.738 1.980 -0.258

Lowest unoccupied orbital energy: -0.1817 Ha
HOMO level: -15.81 eV
Gap between HOMO and LUMO: 10.87 eV
Multiplicity: 1
Energy relative to the best compared isomer or geometry (same formula, charge and spin): 14.3 kcal per mole
Total charge: +1

These are the Löwdin partial charges, in e, on atoms 1 to 5:
1 C 0.15
2 N 0.20
3 H 0.12
4 H 0.12
5 H 0.16

***

Formula: C2H6NO2
Source: OMol25
Level of theory: ωB97M-V/def2-TZVPD

Element x y z (Å)
1 N 1.311 0.095 -0.204
2 C -0.258 -0.269 0.079
3 O -0.263 -1.047 1.134
4 C -1.253 0.662 -0.181
5 O -1.100 -0.475 -1.013
6 H 1.880 -0.300 0.530
7 H 1.261 1.217 0.059
8 H 1.828 -0.067 -1.097
9 H -0.278 -1.995 0.879
10 H -2.024 0.576 0.528
11 H -1.105 1.603 -0.714

Lowest unoccupied orbital energy: -0.1515 Ha
HOMO level: -16.35 eV
Gap between HOMO and LUMO: 12.22 eV
Multiplicity: 1
SMILES: [NH3+][C@@]1(O)CO1
Energy relative to the best compared isomer or geometry (same formula, charge and spin): 63.2 kcal per mole
Total charge: +1

These are the Löwdin partial charges, in e, on atoms 1 to 5:
1 N 0.27
2 C -0.56
3 O 0.15
4 C -0.02
5 O 0.12